(1)
77
Properties=species:S:1:pos:R:3:forces:R:3:lowdin_charge:R:1 method="wB97M-V/def2-TZVPD" gap_ev=4.56 charge=+3
W 0.4754 -0.2834 0.1498 2.3866 0.5172 0.3527 1.93
O 1.5159 -2.6284 3.3510 -0.0106 -0.1389 -0.2013 0.24
C 1.4387 -1.6818 2.6529 0.2383 0.6503 0.9429 -0.49
O 1.0835 -1.7038 1.3444 -0.5045 -0.2997 -1.1748 -0.38
C 1.7556 -0.2555 3.0313 -0.1884 -0.2211 -0.4614 -0.13
C 2.3896 0.2114 4.1655 -0.0652 -0.0155 0.0470 0.09
C 2.7374 1.5598 4.2057 -0.0089 -0.0113 0.0426 0.05
C 2.4976 2.3809 3.1053 -0.0215 0.0927 -0.0468 0.08
C 1.8464 1.8308 2.0210 -0.3173 -0.2889 -0.3907 -0.15
N 1.4547 0.5572 2.0240 -0.0614 0.0081 -0.0958 0.03
C 1.5775 2.4365 0.6680 0.6521 0.4759 1.0434 -0.46
O 2.0326 3.4432 0.2515 -0.2120 -0.0743 -0.1894 0.24
O 0.7701 1.6000 -0.0266 -0.8220 -0.8738 -1.3995 -0.21
H 2.6103 -0.4648 4.9810 0.0093 -0.0248 -0.0165 0.15
H 3.2255 1.9638 5.0835 0.0182 -0.0008 -0.0103 0.14
H 2.8100 3.4169 3.0839 0.0008 0.0030 -0.0245 0.15
C 0.8047 1.6113 -3.4831 -0.1724 0.0789 0.0345 -0.07
C -0.6869 1.5660 -3.8147 -0.0271 0.0550 0.1743 -0.17
C -1.6197 2.0647 -2.7169 0.3787 -0.2929 0.2161 -0.15
C -2.3430 3.2184 -2.9899 -0.0557 0.0355 0.0515 0.00
C -3.2048 3.7761 -2.0622 -0.0432 0.0650 -0.0519 -0.01
C -3.3450 3.1910 -0.8200 -0.0173 0.0194 0.0489 0.00
C -2.6473 2.0382 -0.4902 0.0960 -0.2432 -0.0306 -0.17
C -2.8411 1.4515 0.8840 0.1157 0.0270 -0.0908 -0.18
C -1.5992 1.6338 1.7406 -0.5430 0.4025 0.0381 -0.10
C -1.7867 1.4718 -1.4395 -0.2493 0.5599 -0.1671 -0.17
N -1.1494 0.1859 -1.1609 0.8976 -0.0240 -0.1146 -0.08
C -1.4419 -0.7599 -2.0506 0.0314 -0.3980 0.0229 -0.07
C -0.6450 -1.8886 -2.0712 0.1244 0.1342 -0.1746 -0.34
C -0.6786 -3.1195 -2.7320 -0.0832 0.2024 0.0630 0.09
C 0.3735 -3.8820 -2.2124 0.1582 -0.0029 0.1330 0.02
C 1.0157 -3.1052 -1.2643 0.2380 -0.2892 0.1109 -0.07
N 0.4265 -1.8769 -1.1728 -0.7796 1.0474 0.2538 -0.18
H 1.3856 1.5328 -4.4018 0.0355 -0.0387 0.0287 0.09
H 1.0953 0.7877 -2.8324 0.0541 -0.1043 0.1815 0.02
H 1.0611 2.5481 -2.9901 0.0568 0.0305 0.0117 0.09
H -0.9602 0.5640 -4.1559 -0.0052 -0.0085 -0.0454 0.11
H -0.8405 2.2171 -4.6740 -0.1327 -0.0774 -0.0170 0.12
H -2.2296 3.6886 -3.9583 -0.0053 -0.0294 0.0015 0.13
H -3.7763 4.6589 -2.3142 0.0389 0.0278 0.0082 0.13
H -4.0200 3.6201 -0.0905 -0.0120 0.0047 -0.0148 0.13
H -3.1316 0.3998 0.8263 -0.0317 0.0047 0.0868 0.07
H -3.6616 1.9732 1.3765 -0.0469 -0.0348 -0.0337 0.13
H -0.8667 0.8179 1.5365 0.0841 -0.2008 0.1460 -0.03
H -1.8261 1.5887 2.8029 0.1610 -0.2306 -0.0061 0.04
H -1.1232 2.5897 1.5207 0.1965 -0.1081 -0.0463 0.11
H -2.2791 -0.6381 -2.7280 -0.0372 0.1357 0.0574 0.18
H -1.3922 -3.4123 -3.4877 -0.0032 -0.0253 0.0138 0.15
H 0.6369 -4.8910 -2.4858 0.0292 0.0114 0.0097 0.13
H 1.8511 -3.3678 -0.6320 -0.0203 0.0001 -0.0040 0.14
Br -2.8799 -0.6017 4.1046 -0.1021 -0.0433 0.0945 0.84
C -4.0133 -1.8522 3.2734 0.2364 0.1534 -0.0298 -0.71
C -5.2203 -2.1894 3.8696 0.0229 -0.0377 0.0214 -0.09
C -6.0231 -3.1665 3.2990 0.0123 -0.0139 -0.0495 -0.02
C -5.6276 -3.8193 2.1413 -0.0110 -0.0597 0.0677 -0.03
C -4.4362 -3.4761 1.5156 0.1964 -0.0222 -0.3852 -0.13
C -3.6674 -2.4982 2.1009 0.5637 0.6794 -0.2268 -0.52
I -1.6921 -2.1160 1.1230 -1.1737 -1.2810 0.9299 1.33
H -5.5151 -1.6948 4.7848 0.0052 -0.0110 0.0117 0.12
H -6.9622 -3.4227 3.7699 0.0068 -0.0065 0.0097 0.13
H -6.2347 -4.6051 1.7137 -0.0325 0.0287 -0.0131 0.13
H -4.1228 -3.9694 0.6045 -0.0755 0.0031 0.0135 0.11
C 5.7915 0.1632 -1.6947 0.2509 -0.0373 -0.3082 0.03
N 4.6431 0.0848 -0.7838 -0.2361 -0.0130 0.2402 -0.08
C 4.8995 0.4533 0.6077 0.0491 0.0783 0.2139 0.03
C 3.4725 -0.3039 -1.2016 0.0082 -0.0914 -0.5850 -0.36
C 3.3066 -0.7841 -2.6038 0.0187 -0.0870 -0.0734 0.04
O 2.4657 -0.2993 -0.3885 -1.1014 0.1522 0.6741 -0.16
H 6.6539 0.5130 -1.1367 -0.0377 -0.0017 0.0626 0.11
H 5.5986 0.8671 -2.5034 -0.0567 0.0084 0.0512 0.12
H 6.0306 -0.8100 -2.1218 -0.0401 -0.0215 0.0793 0.11
H 5.7022 -0.1720 0.9972 0.0089 -0.0019 -0.0587 0.12
H 4.0103 0.2973 1.2084 0.0007 -0.0147 -0.0275 0.07
H 5.2093 1.4966 0.6669 -0.0183 -0.0018 -0.0748 0.12
H 3.5286 0.0101 -3.3178 -0.0210 0.0450 0.0265 0.11
H 2.2976 -1.1452 -2.7728 -0.0010 0.0569 -0.0001 0.07
H 4.0090 -1.5958 -2.8035 0.0027 0.0082 0.0229 0.12

=====

(2)
82
Properties=species:S:1:pos:R:3:forces:R:3:mulliken_spin:R:1 method="wB97M-V/def2-TZVPD" spin_multiplicity=4 s_squared=3.769 gap_ev="5.51 / 6.49" charge=-1
V -0.3308 0.2791 0.2432 0.1412 -0.6893 0.1421 2.58
Cl 3.4566 6.0179 0.6013 0.0086 0.0096 -0.0008 0.00
C 2.6725 4.5282 1.0439 0.0710 -0.1132 0.1826 0.00
C 1.6421 4.0558 0.2356 0.0054 -0.0680 0.0567 -0.02
C 1.0074 2.8687 0.5591 0.0634 0.1309 0.2328 0.04
N -0.0610 2.2971 -0.1327 -0.1224 0.2118 -0.3412 -0.05
C -1.0618 3.0260 -0.6327 0.1113 -0.0376 0.1775 0.08
O -1.1022 4.2170 -0.9557 -0.0830 -0.0630 -0.0591 0.04
C -2.3418 2.2088 -0.6171 -0.0181 0.0349 0.1885 0.04
C -3.5211 2.7093 -1.1515 0.0980 -0.0129 -0.0841 -0.03
C -4.6959 2.0028 -0.9835 -0.0329 0.0134 0.0089 0.05
C -4.6644 0.8204 -0.2495 -0.0385 -0.0072 0.0010 -0.02
C -3.4571 0.3874 0.2599 0.0565 0.0161 0.0504 0.07
N -2.3053 1.0511 0.0815 -0.3126 0.2344 -0.1427 0.01
C 1.3970 2.1420 1.7226 0.0779 0.3447 -0.1843 0.02
C 2.4142 2.6362 2.5250 0.1486 0.1125 0.0172 0.00
C 3.0524 3.8224 2.1777 -0.0716 0.1303 -0.2223 0.00
Cl 4.3355 4.3992 3.2034 -0.0011 0.0079 -0.0058 0.00
N 0.6960 0.9668 1.9246 -0.2180 -0.2456 0.1083 -0.08
C 0.8517 0.1854 2.9874 -0.0362 -0.0627 -0.0004 -0.01
O 1.5367 0.3397 4.0031 -0.0135 -0.0521 0.0801 0.02
C 0.0183 -1.0842 2.8712 0.0141 -0.0034 -0.0640 0.06
C 0.0249 -1.9951 3.9172 0.0158 -0.0083 0.0219 -0.01
C -0.7209 -3.1534 3.8117 0.0184 -0.0104 0.0220 0.02
C -1.4659 -3.3681 2.6612 -0.0174 -0.0103 -0.0324 -0.01
C -1.4159 -2.4176 1.6599 0.0655 0.0372 -0.0199 0.08
N -0.6853 -1.3012 1.7443 -0.0321 -0.0544 0.0100 0.00
H 1.3253 4.6150 -0.6315 0.0095 0.0085 0.0051 0.00
H -3.4689 3.6517 -1.6791 -0.0102 0.0025 0.0055 0.00
H -5.6273 2.3690 -1.3964 0.0029 -0.0001 -0.0057 0.01
H -5.5628 0.2476 -0.0623 0.0006 -0.0078 -0.0107 0.00
H -3.3912 -0.5232 0.8446 0.0081 -0.0089 -0.0048 -0.01
H 2.7104 2.0960 3.4110 -0.0087 0.0269 -0.0454 0.00
H 0.6327 -1.7578 4.7789 0.0034 -0.0016 -0.0024 0.00
H -0.7194 -3.8853 4.6098 -0.0021 0.0058 0.0017 0.00
H -2.0585 -4.2625 2.5272 -0.0047 0.0016 -0.0029 0.00
H -1.9643 -2.5633 0.7354 0.0098 0.0160 -0.0203 -0.01
C 2.4842 -0.8351 -3.6096 0.0008 0.0187 0.0244 0.00
N 1.5987 0.2390 -3.2057 -0.0599 -0.0685 -0.0234 0.01
C 1.2204 1.0587 -4.3423 -0.0134 -0.1023 0.0586 0.00
C 2.1892 1.0790 -2.1668 -0.0319 -0.0039 0.0325 0.09
C 2.6236 0.3366 -0.9071 0.0260 -0.0054 -0.0406 0.05
N 1.5955 -0.5838 -0.4304 0.1045 -0.0774 -0.0332 -0.03
C 2.0615 -1.5987 0.3416 0.0118 -0.0348 -0.0187 0.03
C 1.4893 -2.8914 0.2543 0.0782 0.0720 0.1375 -0.04
F 0.5293 -3.1200 -0.6749 -0.0957 -0.0956 -0.0413 0.00
C 1.8617 -3.9475 1.0488 0.0511 0.0573 0.0366 0.00
F 1.2429 -5.1371 0.8812 -0.0423 -0.0468 -0.0003 0.00
C 2.8716 -3.8341 1.9865 -0.0147 -0.0010 0.0131 0.00
C 3.4818 -2.5985 2.0756 -0.0339 -0.0421 -0.0556 0.00
F 4.4653 -2.4201 2.9740 0.0658 0.0023 0.0693 0.00
C 3.1050 -1.5251 1.2940 -0.0256 0.0393 -0.0067 -0.01
F 3.7218 -0.3510 1.5196 0.0104 0.0287 -0.0088 0.00
H 3.4496 -0.4590 -3.9923 0.0132 0.0009 -0.0118 0.00
H 2.6791 -1.4941 -2.7640 -0.0163 0.0044 0.0098 0.00
H 2.0114 -1.4237 -4.3980 -0.0137 0.0016 -0.0253 0.00
H 2.0900 1.5624 -4.7991 0.0066 0.0222 -0.0005 0.00
H 0.7467 0.4414 -5.1078 -0.0164 -0.0287 -0.0035 0.00
H 0.5062 1.8195 -4.0274 0.0051 0.0248 0.0262 0.00
H 3.0749 1.6120 -2.5619 0.0030 -0.0048 0.0007 0.00
H 1.4483 1.8354 -1.9066 -0.0033 -0.0067 -0.0097 -0.04
H 3.5442 -0.2219 -1.1261 0.0298 0.0019 -0.0059 0.00
H 2.9151 1.1077 -0.1847 -0.0166 0.0033 0.0036 -0.01
H 3.1668 -4.6618 2.6126 0.0037 -0.0020 -0.0008 0.00
C -3.6931 -1.2303 -4.0761 0.0167 0.0025 -0.0022 0.00
C -2.5211 -1.7724 -3.2638 0.0040 -0.0442 0.0219 0.00
C -3.0212 -2.8973 -2.3423 0.0171 -0.0038 -0.0257 0.00
C -1.4359 -2.3065 -4.1932 0.0054 0.0115 0.0065 0.00
N -1.9939 -0.6233 -2.5164 -0.0531 0.0312 -0.0190 0.02
N -0.9334 -0.9187 -1.6105 0.0941 0.3215 -0.3029 0.09
H -4.1321 -2.0157 -4.6939 0.0002 -0.0018 0.0055 0.00
H -3.3564 -0.4178 -4.7205 -0.0012 0.0001 0.0017 0.00
H -4.4725 -0.8417 -3.4148 -0.0062 0.0052 0.0024 0.00
H -3.5177 -3.6753 -2.9260 0.0023 -0.0001 0.0089 0.00
H -3.7387 -2.5040 -1.6170 -0.0150 0.0050 0.0043 0.00
H -2.2059 -3.3816 -1.7992 0.0054 0.0076 0.0069 0.00
H -1.8068 -3.1643 -4.7581 0.0012 0.0020 0.0020 0.00
H -0.5573 -2.6257 -3.6297 0.0036 -0.0096 -0.0007 0.00
H -1.1268 -1.5304 -4.8939 0.0185 0.0329 -0.0013 0.00
H -2.7498 -0.2214 -1.9759 -0.0656 0.0292 0.0167 0.01
H -0.0443 -0.7334 -2.0891 0.0016 -0.0638 0.0483 -0.06
H -0.9321 -1.8974 -1.3444 0.0377 0.0291 0.0376 0.01

=====

(3)
78
Properties=species:S:1:pos:R:3:forces:R:3:lowdin_charge:R:1 method="wB97M-V/def2-TZVPD" gap_ev=6.24 charge=-1
Pt 0.1714 1.6040 -0.1469 -0.0647 0.1419 0.3859 0.99
Cl 1.1116 3.9199 0.6683 -0.3293 0.0039 -0.0920 0.71
C -0.6507 4.0290 0.7439 0.1101 -0.1040 -0.0617 -0.66
C -1.2707 2.8717 0.2716 -0.0073 0.1980 0.0721 -0.38
C -2.6566 2.9454 0.1661 -0.0202 0.0132 -0.0338 -0.68
Cl -3.5294 1.6498 -0.5728 -0.0156 -0.0368 0.0802 0.70
C -3.3606 4.0756 0.5984 0.0134 -0.0312 -0.0234 -0.70
Cl -5.0824 4.1224 0.4805 -0.0054 0.0023 0.0097 0.66
C -2.6882 5.1793 1.1172 0.0219 0.0299 0.0089 -0.71
Cl -3.5561 6.5682 1.6619 0.0025 -0.0050 0.0026 0.65
C -1.2942 5.1673 1.1737 -0.0510 0.0476 0.0267 -0.71
Cl -0.4058 6.5237 1.7561 0.0002 -0.0041 -0.0029 0.67
Cl -4.4173 -1.3951 -1.9657 0.1066 0.0023 -0.0424 0.58
C -5.7837 -2.4811 -2.1568 -0.0176 -0.0200 0.0160 -1.02
Cl -5.7780 -3.3201 -3.7251 -0.0020 0.0062 0.0071 0.48
H -6.7030 -1.9113 -2.0942 0.0044 0.0049 -0.0011 0.02
H -5.7361 -3.2383 -1.3833 -0.0020 0.0032 0.0004 0.02
C -1.0879 0.1070 -4.9356 -0.0044 -0.0104 0.0110 -0.05
C -1.0335 -0.7342 -3.6872 -0.0042 0.0005 -0.0014 -0.29
C -1.0122 -2.1253 -3.7593 -0.0066 0.0134 0.0250 -0.05
C -0.9164 -2.8656 -2.5907 -0.0591 -0.0106 -0.0418 -0.29
C -0.8644 -4.3718 -2.6405 -0.0031 -0.0062 0.0087 -0.06
C -0.8506 -2.2278 -1.3592 -0.0796 0.0140 0.0679 -0.03
C -0.9060 -0.8233 -1.2384 0.1490 -0.1308 -0.1720 -0.30
C -0.9923 -0.1120 -2.4552 -0.0405 0.0526 0.0727 -0.05
N -0.8625 -0.1152 -0.0563 -0.0982 0.1642 -0.1891 -0.11
C -1.0422 -0.7423 1.2514 0.1413 -0.0330 0.0764 -0.45
C -2.3570 -1.5511 1.3189 0.0185 0.0244 -0.0463 -0.09
C -2.5345 -2.1945 2.6975 0.0041 -0.0099 0.0021 -0.29
C -2.6486 -1.1000 3.7585 0.0023 0.0029 -0.0055 -0.13
C -1.3724 -0.2588 3.7294 0.0025 0.0097 0.0034 -0.29
C -0.1760 -1.1457 4.0809 0.0033 -0.0043 -0.0062 -0.13
C -0.0473 -2.2498 3.0294 -0.0035 0.0070 0.0049 -0.29
C -1.3299 -3.0892 3.0108 0.0017 0.0024 0.0165 -0.12
C 0.1667 -1.6150 1.6526 0.0250 -0.0303 0.0364 -0.08
C -1.1768 0.3450 2.3346 -0.0167 -0.0085 0.0533 -0.11
H -1.1935 -0.5149 -5.8254 0.0012 0.0036 -0.0018 0.07
H -0.1748 0.6974 -5.0348 0.0051 -0.0062 -0.0072 0.08
H -1.9283 0.8034 -4.9037 -0.0001 0.0011 -0.0011 0.08
H -1.0580 -2.6247 -4.7213 0.0068 0.0037 -0.0016 0.10
H -1.0217 -4.7356 -3.6563 0.0097 -0.0031 -0.0022 0.07
H -1.6328 -4.8141 -2.0015 0.0088 0.0025 -0.0030 0.07
H 0.1031 -4.7440 -2.2948 0.0003 -0.0001 -0.0012 0.08
H -0.7286 -2.8536 -0.4878 -0.0990 0.0173 -0.0785 0.09
H -1.0158 0.9723 -2.4145 0.0061 0.0052 0.0173 0.09
H -2.3967 -2.3215 0.5527 0.0341 -0.0344 -0.0642 0.10
H -3.1816 -0.8634 1.1097 -0.0147 0.0142 0.0004 0.10
H -3.4466 -2.8007 2.6922 -0.0009 0.0036 0.0037 0.13
H -2.7901 -1.5400 4.7524 -0.0005 -0.0033 -0.0028 0.11
H -3.5188 -0.4697 3.5491 -0.0006 -0.0001 0.0023 0.12
H -1.4507 0.5578 4.4542 -0.0047 -0.0044 0.0055 0.14
H -0.3095 -1.5811 5.0780 -0.0047 0.0025 0.0014 0.11
H 0.7401 -0.5472 4.1031 0.0010 -0.0027 -0.0029 0.12
H 0.8058 -2.8915 3.2722 0.0041 0.0007 -0.0025 0.13
H -1.4714 -3.5790 3.9811 -0.0026 -0.0024 -0.0031 0.11
H -1.2462 -3.8790 2.2564 0.0004 0.0005 -0.0040 0.12
H 0.3468 -2.3906 0.9072 0.0538 0.0651 0.1251 0.10
H 1.0539 -0.9735 1.6532 0.0026 -0.0073 -0.0005 0.12
H -0.2778 0.9685 2.3288 -0.0151 -0.0093 0.0134 0.10
H -2.0229 0.9924 2.0871 0.0035 0.0029 -0.0173 0.11
C 8.3428 2.1415 0.2868 -0.0090 0.0001 -0.0023 -0.06
C 6.9366 1.8928 -0.1904 0.0123 -0.0248 -0.0026 -0.29
C 6.0494 2.9471 -0.3702 -0.0287 0.0189 -0.0057 -0.05
C 4.7613 2.7264 -0.8398 0.0205 -0.0104 0.0220 -0.05
C 4.3524 1.4369 -1.1332 0.0269 -0.0164 0.0425 -0.27
C 5.2247 0.3703 -0.9633 -0.0288 0.0156 -0.0068 -0.05
C 6.5051 0.6021 -0.4910 0.0197 0.0232 0.0100 -0.05
S 2.6993 1.1328 -1.7070 -0.0677 0.0702 -0.0094 0.45
O 2.1458 2.4252 -2.0754 0.1316 -0.0827 -0.0182 -0.38
O 2.8097 0.1446 -2.7449 0.0127 -0.0649 0.0091 -0.30
O 2.0164 0.6113 -0.4702 0.1249 -0.2810 -0.2766 -0.48
H 8.3905 3.0187 0.9325 0.0031 0.0009 0.0004 0.07
H 9.0149 2.3156 -0.5569 0.0034 -0.0006 0.0012 0.08
H 8.7276 1.2864 0.8430 0.0016 0.0010 0.0020 0.07
H 6.3688 3.9577 -0.1404 0.0013 0.0007 0.0002 0.11
H 4.0683 3.5439 -0.9898 0.0050 0.0039 -0.0049 0.10
H 4.8913 -0.6297 -1.2078 -0.0001 -0.0011 -0.0032 0.12
H 7.1849 -0.2315 -0.3536 0.0006 -0.0015 -0.0015 0.11

=====

Energy above the lowest of the compared OMol25 structures with the same formula, charge and spin across the listed records, respectively: 39.8, 0.0, 20.1 kcal/mol.
E across the listed records, respectively: -129860.7315, -111342.7486, -143095.0684 eV.